Computed, not measured: a 9-piece molecular cluster, C35H54O27 overall, with wB97M-V/def2-TZVPD.

Calculated values
Energy above the lowest of the compared OMol25 structures with the same formula, charge and spin (kcal/mol): 126.8
Structure (SMILES): C[C@H]1COC(=O)O1.C[C@H]1COC(=O)O1.C[C@H]1COC(=O)O1.C[C@H]1COC(=O)O1.C[C@H]1COC(=O)O1.C[C@H]1COC(=O)O1.C[C@H]1COC(=O)O1.C[C@H]1COC(=O)O1.COC(=O)OC
Total charge: 0
Total energy (Ha): -3397.3981
Gap between HOMO and LUMO (eV): 10.15

Structure (XYZ):
```
116
Properties=species:S:1:pos:R:3:forces:R:3:mulliken_charge:R:1
C 3.7354 -5.1524 -2.4814 -0.987 -0.353 -0.196 -1.79
C 2.2844 -4.7024 -2.3084 0.774 -4.979 1.411 1.14
C 1.2564 -5.8434 -2.6834 0.531 -1.060 -0.605 -0.38
O 0.2364 -5.6494 -1.7024 -0.804 0.316 0.203 -0.30
C 0.6954 -4.8754 -0.7254 -3.586 1.804 4.175 0.71
O 0.0174 -4.4694 0.2756 2.285 -1.870 -3.759 -0.62
O 1.9324 -4.5074 -0.9034 1.350 0.835 -1.185 -0.33
H 4.4244 -4.4944 -2.0144 0.605 1.559 -0.484 0.32
H 3.8144 -5.3174 -3.5654 0.717 0.339 0.348 0.40
H 4.0744 -6.0304 -1.9594 -0.867 -1.074 0.100 0.43
H 2.1334 -3.9064 -2.9144 -0.780 3.036 -1.294 -0.11
H 1.6714 -6.8754 -2.4484 -0.175 1.226 -0.595 0.35
H 0.7754 -5.8554 -3.7364 1.005 0.409 1.812 0.26
C -0.9476 3.3896 -2.0374 1.383 0.424 -0.433 -1.69
C -1.1346 1.8606 -1.8414 2.580 1.569 0.093 1.98
C -2.3896 1.4966 -1.2524 -3.787 1.287 1.184 0.41
O -3.0476 0.6676 -2.2154 -0.322 -1.038 0.351 -0.17
C -2.2436 0.5376 -3.2434 -0.805 -4.957 -4.331 0.36
O -2.4016 -0.2664 -4.2204 0.087 3.152 3.589 -0.70
O -1.1426 1.2036 -3.0854 1.485 0.981 -1.250 -0.39
H -0.8546 4.0676 -1.1284 -0.179 -1.442 -0.822 0.17
H -1.7416 3.8226 -2.6794 0.220 -0.532 0.351 0.44
H 0.0104 3.4886 -2.6194 -0.816 0.177 0.536 0.39
H -0.3236 1.3636 -1.3104 0.392 0.708 0.208 -1.01
H -3.0606 2.3796 -1.3204 0.330 -0.360 1.204 0.51
H -2.3096 1.0716 -0.2344 -0.422 0.006 -0.745 -0.36
C -4.1346 0.3416 2.7176 2.445 -1.284 -1.347 -1.59
C -4.8296 -0.4854 1.6396 0.736 -0.740 1.643 0.84
C -6.3336 -0.4464 1.6226 -1.641 -3.941 3.542 -0.50
O -6.6526 0.5096 0.7076 -5.110 0.088 2.817 -0.30
C -5.6526 0.7466 0.0396 2.293 4.924 -7.873 0.42
O -5.6936 1.5406 -0.9184 0.857 -1.641 2.106 -0.66
O -4.6236 0.0356 0.3796 3.062 0.139 -1.234 0.16
H -4.4546 1.3346 2.7396 -0.594 1.685 0.088 0.48
H -3.0036 0.3376 2.5136 -1.603 0.175 0.039 -0.02
H -4.2006 -0.1104 3.6766 -0.513 -0.448 0.903 0.56
H -4.3496 -1.4694 1.6656 -0.720 -0.093 -0.050 0.10
H -6.7196 -0.1514 2.6536 0.091 -0.616 -1.417 0.33
H -6.7466 -1.4734 1.2556 0.462 1.716 0.912 0.23
C 5.7774 1.2856 -0.0894 3.227 1.602 -1.097 -0.71
C 5.9124 0.6666 -1.4574 -1.184 -1.160 3.435 0.28
C 5.0004 -0.5824 -1.7044 1.467 0.634 2.039 0.49
O 4.8974 -0.3974 -3.0964 -0.729 -5.828 0.222 -0.33
C 5.0124 0.8336 -3.3654 -2.542 2.300 -6.656 0.68
O 4.7534 1.2596 -4.4874 0.857 -0.101 1.972 -0.67
O 5.2544 1.4806 -2.3094 0.729 5.467 0.108 -0.33
H 6.5574 0.8896 0.5006 0.667 -0.820 1.164 0.52
H 4.8774 1.1666 0.3596 -2.711 -0.567 1.197 -0.39
H 6.0224 2.3816 -0.0394 -0.310 -0.846 -0.696 0.32
H 6.9554 0.5106 -1.7444 -0.062 -0.148 -0.167 0.39
H 4.0064 -0.5234 -1.1534 1.269 0.062 -0.852 -0.51
H 5.5874 -1.4384 -1.3704 -0.511 -0.543 -0.677 0.37
C -1.5836 6.0746 3.9466 1.694 0.667 0.270 -1.41
C -1.0916 4.5896 3.9756 -0.102 0.326 0.463 0.30
C -2.1506 3.4146 4.1636 1.140 3.466 -0.920 -0.33
O -1.9206 2.6856 2.9486 -1.399 -2.236 0.362 -0.10
C -0.8886 3.0606 2.2196 1.966 0.976 -2.640 0.33
O -0.4486 2.5936 1.1376 -1.984 1.108 4.113 -0.46
O -0.3716 4.1816 2.7806 0.014 0.204 -0.051 -0.29
H -0.6856 6.7646 4.0576 -0.737 -1.036 -0.270 0.24
H -2.1446 6.3386 4.8476 -0.206 -0.532 -0.021 0.41
H -2.1096 6.4916 3.0896 -0.224 -0.736 -0.251 0.34
H -0.3876 4.5646 4.8126 0.139 -0.145 -0.297 0.24
H -3.1046 3.9896 4.1166 0.175 -1.402 0.119 0.34
H -1.9256 2.9366 5.1326 -0.472 -0.572 -0.952 0.31
C -2.9116 -2.3864 -0.6854 -0.464 1.719 -1.591 -0.03
C -3.7206 -3.6264 -0.9474 0.974 -0.293 1.981 0.24
C -3.2446 -4.9164 -0.2114 0.241 0.532 -1.316 -0.13
O -4.4646 -5.3574 0.2916 -0.593 -3.652 1.393 -0.38
C -5.3936 -4.4704 0.3476 -4.394 1.748 0.862 0.57
O -6.5246 -4.5144 0.8816 3.830 -0.336 -1.405 -0.64
O -4.9776 -3.3924 -0.3264 -0.914 0.771 -0.222 -0.31
H -1.9166 -2.5024 -1.0654 0.562 -0.075 -0.060 -0.09
H -2.8666 -2.0414 0.3496 -0.119 -0.735 0.097 0.03
H -3.3566 -1.4934 -1.2344 0.469 -1.235 0.471 0.13
H -3.8696 -3.9654 -1.9504 -0.171 0.701 -0.987 0.18
H -2.6106 -4.7664 0.6406 0.776 0.205 0.096 0.20
H -2.8466 -5.6834 -0.9234 -0.168 0.682 0.810 0.15
C -0.1806 -0.7594 0.8746 -2.339 0.030 1.323 1.70
C 0.9604 -1.0244 1.7906 -0.689 0.755 -2.749 -0.35
C 2.1434 -1.6154 1.0516 -1.207 -1.683 0.691 0.46
O 3.1124 -0.6144 1.0906 0.847 1.294 -0.177 -0.29
C 2.6574 0.4726 1.8196 3.626 1.224 1.015 0.50
O 3.4014 1.4186 2.1586 -2.779 -2.890 -1.519 -0.58
O 1.4354 0.2446 2.1976 -0.472 1.002 1.685 -0.25
H -0.5326 -1.7114 0.5326 -0.147 -0.628 -0.510 -0.08
H -0.0886 -0.0694 0.0306 0.466 -0.078 0.469 -1.12
H -0.9856 -0.4264 1.5856 0.296 0.244 -1.060 -0.34
H 0.5904 -1.6644 2.5786 0.336 0.282 0.670 0.53
H 1.8984 -2.0614 0.0536 0.419 0.896 0.732 -0.59
H 2.3234 -2.4344 1.7316 1.515 -0.641 -0.306 0.33
C 4.5524 5.1596 1.8036 -0.927 -0.046 -2.310 -1.51
C 3.0404 5.0536 1.9046 1.970 -0.198 0.265 0.70
C 2.7064 4.2096 3.1916 -2.050 0.856 -1.510 0.23
O 2.2564 5.2096 4.1106 0.222 1.012 -0.069 -0.37
C 2.2624 6.4386 3.5286 0.795 0.307 -0.982 0.52
O 1.9804 7.4696 4.0346 -0.687 0.260 1.162 -0.55
O 2.7304 6.4456 2.2456 -1.764 -2.249 0.329 -0.39
H 4.9424 4.1936 1.8146 0.974 -1.759 -0.021 0.32
H 4.9354 5.7106 2.6086 0.587 0.838 1.089 0.41
H 4.8164 5.6106 0.8306 0.075 0.068 0.572 0.37
H 2.6574 4.6376 0.9246 -0.352 0.926 1.329 0.21
H 3.5354 3.6476 3.5596 0.592 -0.101 0.356 0.51
H 1.8334 3.5596 3.0556 0.580 -0.060 -0.192 -0.41
C -1.7316 -4.1434 -4.0194 2.104 -2.471 -0.532 -1.19
O -1.2406 -3.1954 -3.1784 2.856 3.476 2.232 0.42
C -0.0706 -2.5804 -3.4094 4.105 -1.147 -6.833 -0.03
O 0.6864 -2.8174 -4.5744 -4.351 1.223 7.137 -0.72
O 0.3364 -1.7444 -2.4434 -2.083 -0.754 -0.526 0.80
C 1.5334 -0.9874 -2.4624 3.213 -0.687 -0.604 -0.92
H -1.4156 -5.1294 -3.6794 0.598 -0.208 0.018 0.25
H -1.4256 -4.0404 -5.0224 0.036 0.485 -1.196 0.43
H -2.7216 -4.2094 -3.8334 -3.445 0.454 -0.098 0.39
H 1.5354 -0.1894 -1.7044 -0.789 -0.294 -0.396 0.24
H 2.0014 -0.6064 -3.4194 -1.643 -0.368 0.534 0.37
H 2.3574 -1.6754 -2.1334 -0.668 0.331 -0.061 0.00
```
Forces are in eV/Å.